A single CCl4N2Si molecule at a distorted geometry, computed with ωB97M-V/def2-TZVPD.

Last column: Mulliken charge in e.
Positions of all 8 atoms, in Å:
Cl (1.397, 1.426, 1.338)  -0.15
Cl (-1.024, -1.013, -1.861)  -0.06
Cl (2.354, -0.687, -1.071)  -0.15
Cl (0.706, -1.836, 1.577)  -0.16
Si (1.060, -0.285, 0.381)  0.74
N (-2.390, 1.455, 0.341)  -0.40
N (-0.560, 0.123, -0.609)  -0.18
C (-1.543, 0.816, -0.097)  0.37

Output
Structure (SMILES): N#CN(Cl)[Si](Cl)(Cl)Cl
Total energy in Ha: -2278.00190
Total charge: 0
Relative energy (zero: lowest compared OMol25 entry of this formula, charge and spin) in kJ/mol: 7.58
Max |F| in hartree/bohr: 0.0676
Molecular weight in u: 209.9
Orbital gap in eV: 9.65